153
Properties=species:S:1:pos:R:3 method="wB97M-V/def2-TZVPD" e_lumo_ev=2.0388 homo_ev=-4.555 homo_lumo_gap_ev=6.59 total_energy_ha=-9808.23218 charge=-1 de_lowest_kcal_mol=0.00
Sn 0.66 0.26 0.01
C -1.34 -0.25 -3.04
N 0.07 -0.02 -2.78
C 0.91 -1.14 -3.16
C 2.22 -1.13 -2.41
N 1.96 -1.26 -0.98
C 2.80 -2.09 -0.29
C 4.15 -2.35 -0.58
F 4.76 -1.71 -1.60
C 4.94 -3.20 0.19
F 6.22 -3.37 -0.13
C 4.42 -3.82 1.31
F 5.18 -4.62 2.06
C 3.09 -3.59 1.64
F 2.56 -4.19 2.71
C 2.32 -2.77 0.84
F 1.04 -2.59 1.19
C 0.51 1.27 -3.29
C 0.32 2.32 -2.19
N 1.27 2.19 -1.10
C 2.42 2.92 -1.17
C 3.01 3.56 -2.28
F 2.49 3.42 -3.52
C 4.15 4.34 -2.19
F 4.64 4.90 -3.31
C 4.79 4.55 -0.99
F 5.89 5.31 -0.91
C 4.25 3.95 0.14
F 4.81 4.15 1.33
C 3.12 3.18 0.03
F 2.60 2.69 1.17
H -1.92 0.63 -2.76
H -1.70 -1.09 -2.45
H -1.53 -0.46 -4.11
H 1.07 -1.18 -4.26
H 0.38 -2.05 -2.88
H 2.80 -0.23 -2.65
H 2.82 -1.97 -2.78
H -0.03 1.55 -4.21
H 1.56 1.21 -3.55
H -0.68 2.13 -1.76
H 0.29 3.33 -2.60
Cl 4.37 0.61 0.79
C 3.38 0.06 2.13
C 2.01 0.00 1.99
C 1.32 -0.45 3.11
Cl -0.44 -0.56 3.06
C 1.93 -0.82 4.30
Cl 1.01 -1.35 5.66
C 3.31 -0.74 4.40
Cl 4.11 -1.16 5.87
C 4.05 -0.29 3.30
Cl 5.77 -0.19 3.43
N -3.49 -1.82 0.60
P -3.39 -0.12 0.80
C -5.03 0.09 1.61
C -6.06 0.87 1.09
C -7.24 1.05 1.80
C -7.41 0.45 3.04
C -6.39 -0.33 3.57
C -5.21 -0.50 2.87
C -3.77 0.55 -0.86
C -4.37 -0.18 -1.88
C -4.58 0.39 -3.12
C -4.20 1.71 -3.36
C -3.59 2.44 -2.35
C -3.37 1.86 -1.11
P -2.17 -2.74 0.00
C -3.04 -3.77 -1.24
C -4.29 -4.36 -1.03
C -4.89 -5.13 -2.01
C -4.24 -5.35 -3.22
C -3.00 -4.78 -3.44
C -2.40 -4.00 -2.46
C -1.98 -4.04 1.29
C -1.04 -5.05 1.07
C -0.84 -6.04 2.01
C -1.57 -6.04 3.19
C -2.50 -5.04 3.42
C -2.71 -4.05 2.47
H -4.42 -2.19 0.42
H -5.94 1.35 0.13
H -8.03 1.66 1.38
H -8.34 0.58 3.59
H -6.51 -0.80 4.54
H -4.41 -1.09 3.30
H -4.65 -1.21 -1.72
H -5.04 -0.19 -3.92
H -4.36 2.15 -4.34
H -3.27 3.46 -2.54
H -2.87 2.43 -0.33
H -4.79 -4.24 -0.07
H -5.86 -5.58 -1.82
H -4.71 -5.96 -3.98
H -2.48 -4.95 -4.38
H -1.44 -3.54 -2.64
H -0.45 -5.04 0.16
H -0.10 -6.81 1.83
H -1.39 -6.81 3.94
H -3.06 -5.03 4.35
H -3.43 -3.26 2.66
C 0.58 4.53 2.28
C 0.22 5.69 3.21
As 1.63 7.06 3.08
C 0.69 8.57 3.89
C 1.31 9.82 3.84
C 0.71 10.93 4.41
C -0.51 10.81 5.06
C -1.13 9.57 5.11
C -0.54 8.46 4.53
C 1.33 7.47 1.19
C 2.11 6.76 0.28
C 1.91 6.91 -1.09
C 0.95 7.80 -1.55
C 0.19 8.53 -0.65
C 0.37 8.36 0.72
P -0.16 2.87 2.59
C 0.47 2.61 4.29
C -0.26 2.55 5.47
C 0.36 2.27 6.68
C 1.73 2.06 6.74
C 2.48 2.13 5.57
C 1.86 2.40 4.36
C -1.94 3.26 2.78
C -2.81 2.44 3.49
C -4.17 2.71 3.55
C -4.70 3.79 2.87
C -3.86 4.59 2.10
C -2.50 4.32 2.05
H 1.66 4.34 2.31
H 0.37 4.79 1.24
H 0.14 5.37 4.25
H -0.72 6.14 2.91
H 2.27 9.92 3.35
H 1.21 11.90 4.37
H -0.98 11.68 5.51
H -2.09 9.47 5.61
H -1.05 7.51 4.58
H 2.87 6.07 0.63
H 2.51 6.34 -1.79
H 0.80 7.93 -2.62
H -0.56 9.22 -1.00
H -0.23 8.92 1.42
H -1.33 2.73 5.47
H -0.23 2.22 7.59
H 2.21 1.82 7.68
H 3.55 1.96 5.59
H 2.45 2.42 3.46
H -2.44 1.55 3.98
H -4.83 2.05 4.11
H -5.76 4.00 2.91
H -4.26 5.41 1.53
H -1.87 4.95 1.44